46
Properties=species:S:1:pos:R:3 method="wB97M-V/def2-TZVPD" fmax_ev_per_a=5.30 orbital_gap_ev="2.53 / 2.47" total_charge=+2 homo_energy_ev="-13.6 / -13.6"
C 2.745 -0.745 -0.031
N 1.462 -0.591 -0.441
N 1.484 0.185 -1.599
C 2.772 0.507 -1.872
C 3.599 -0.077 -0.921
B 0.274 0.400 -2.572
N -0.807 -0.703 -2.294
N -1.056 -1.297 -1.071
C -1.866 -2.360 -1.297
C -2.136 -2.450 -2.671
C -1.458 -1.392 -3.260
Zn -0.077 -1.070 0.826
N -0.309 1.868 -2.664
N -0.935 2.444 -1.582
C -1.316 3.672 -1.952
C -0.945 3.917 -3.298
C -0.312 2.739 -3.713
H -1.844 4.337 -1.283
H 0.124 2.459 -4.664
H -1.114 4.809 -3.869
H 0.693 0.187 -3.703
H -1.340 -1.100 -4.294
H 3.017 1.090 -2.746
H -2.738 -3.182 -3.170
H 4.669 -0.009 -0.865
H -2.189 -3.022 -0.500
H 3.018 -1.335 0.838
H -1.764 -1.218 1.760
C -1.204 -2.041 2.255
H -1.677 -2.991 1.983
H -0.083 -2.122 2.098
H -1.319 -1.856 3.327
C 0.152 0.919 1.627
C 0.387 0.921 3.060
C -0.673 1.189 3.958
C -0.548 0.862 5.302
C 0.652 0.329 5.792
C 1.759 0.209 4.944
C 1.645 0.534 3.593
H 1.015 1.285 1.066
H -0.754 1.440 1.304
H -1.599 1.616 3.563
H -1.392 1.016 5.975
H 0.719 0.001 6.829
H 2.707 -0.160 5.344
H 2.507 0.474 2.921

=====

42
Properties=species:S:1:pos:R:3 method="wB97M-V/def2-TZVPD" fmax_ev_per_a=0.64 orbital_gap_ev=8.54 total_charge=0 smiles=Brc1ccccc1OCCOCCOc1cccc2cccnc12 homo_energy_ev=-8.1 e_above_lowest_ev=1.864
Br 2.426 0.982 2.149
C 2.622 -0.406 0.874
C 3.812 -0.574 0.199
C 3.923 -1.593 -0.733
C 2.844 -2.423 -0.972
C 1.650 -2.252 -0.291
C 1.521 -1.237 0.650
O 0.422 -0.974 1.390
C -0.780 -1.665 1.115
C -1.817 -1.064 2.071
O -3.132 -1.536 1.903
C -3.758 -1.289 0.661
C -3.726 0.178 0.200
O -2.581 0.384 -0.603
C -1.653 1.330 -0.316
C -1.816 2.411 0.517
C -0.769 3.320 0.729
C 0.433 3.177 0.100
C 0.636 2.096 -0.781
C 1.845 1.885 -1.478
C 1.963 0.809 -2.313
C 0.872 -0.068 -2.431
N -0.257 0.088 -1.798
C -0.404 1.154 -0.989
H 4.639 0.089 0.401
H 4.850 -1.732 -1.267
H 2.925 -3.218 -1.699
H 0.818 -2.906 -0.497
H -1.067 -1.501 0.069
H -0.667 -2.741 1.303
H -1.759 0.029 1.983
H -1.556 -1.330 3.098
H -3.320 -1.904 -0.135
H -4.792 -1.602 0.821
H -3.757 0.831 1.075
H -4.607 0.378 -0.420
H -2.753 2.588 1.023
H -0.934 4.147 1.403
H 1.239 3.875 0.269
H 2.659 2.583 -1.338
H 2.870 0.619 -2.866
H 0.936 -0.937 -3.074

=====

78
Properties=species:S:1:pos:R:3 method="wB97M-V/def2-TZVPD" fmax_ev_per_a=3.75 orbital_gap_ev=9.92 total_charge=0 homo_energy_ev=-9.9 e_above_lowest_ev=1.737
K -0.938 -0.042 0.453
B -4.062 2.371 0.936
F -3.169 2.574 1.950
F -4.841 3.530 0.794
F -3.344 2.237 -0.167
F -4.879 1.264 1.160
C 0.009 4.648 2.580
C -0.219 3.146 2.810
O -0.769 2.513 1.675
H 0.247 5.148 3.520
H -0.986 5.077 2.461
H 0.724 4.899 1.797
H -0.709 2.886 3.748
H 0.813 2.807 2.906
H -1.712 2.686 1.721
C -2.401 1.477 -4.397
C -3.238 0.817 -3.229
O -2.369 0.831 -2.053
H -2.028 2.454 -4.091
H -2.811 1.620 -5.396
H -1.491 0.896 -4.548
H -3.555 -0.184 -3.521
H -4.185 1.317 -3.029
H -2.571 1.572 -1.477
C -1.469 -2.246 -3.478
C -0.272 -1.713 -2.741
O -0.466 -2.288 -1.440
H -1.272 -3.305 -3.640
H -1.569 -1.736 -4.436
H -2.414 -2.163 -2.941
H -0.153 -0.629 -2.731
H 0.682 -2.099 -3.099
H -0.029 -3.143 -1.444
C -3.734 -3.433 -0.330
C -4.326 -2.362 0.571
O -3.382 -1.389 0.903
H -2.667 -3.510 -0.123
H -3.656 -3.098 -1.364
H -4.211 -4.411 -0.272
H -4.703 -2.769 1.509
H -5.277 -1.972 0.206
H -3.882 -0.575 0.989
C 4.866 1.288 1.740
C 3.517 1.335 2.461
O 2.622 0.427 1.857
H 5.542 0.556 2.183
H 5.336 2.271 1.766
H 4.846 0.944 0.706
H 3.172 2.369 2.475
H 3.701 1.033 3.492
H 2.560 0.661 0.928
C -0.877 -2.805 3.411
C 0.365 -1.892 3.611
O 0.809 -1.557 2.341
H -1.778 -2.205 3.292
H -1.077 -3.382 4.314
H -0.762 -3.541 2.615
H 1.171 -2.331 4.199
H 0.146 -0.905 4.019
H 1.465 -0.858 2.391
C 4.172 -2.736 0.626
C 3.828 -2.297 -0.880
O 4.636 -1.181 -1.101
H 3.278 -2.997 1.193
H 4.651 -1.982 1.249
H 4.641 -3.719 0.674
H 2.806 -1.921 -0.841
H 3.814 -3.013 -1.702
H 5.553 -1.456 -1.029
C 1.485 2.628 -2.244
C 2.280 1.360 -2.205
O 2.539 0.987 -0.915
H 1.286 2.984 -3.255
H 2.066 3.417 -1.766
H 0.537 2.544 -1.713
H 3.227 1.428 -2.740
H 1.788 0.645 -2.865
H 3.069 0.194 -1.029

=====

20
Properties=species:S:1:pos:R:3 method="wB97M-V/def2-TZVPD" fmax_ev_per_a=1.98 orbital_gap_ev=10.38 total_charge=0 smiles="CCC(C)=O.CC=O" homo_energy_ev=-9.7 e_above_lowest_ev=1.371
C -0.660 0.200 2.247
C -1.173 0.325 0.825
C -1.832 -0.958 0.365
C -1.296 -1.629 -0.872
O -2.799 -1.428 0.966
H -1.435 -0.175 2.923
H -0.324 1.173 2.618
H 0.186 -0.493 2.294
H -1.911 1.130 0.745
H -0.345 0.582 0.161
H -1.118 -2.686 -0.658
H -2.019 -1.523 -1.684
H -0.350 -1.183 -1.183
C 2.122 1.597 -1.329
C 2.218 0.115 -1.140
O 2.244 -0.685 -2.071
H 1.115 1.931 -1.070
H 2.338 1.857 -2.368
H 2.848 2.085 -0.675
H 2.191 -0.237 -0.096

=====

13
Properties=species:S:1:pos:R:3 method="wB97M-V/def2-TZVPD" fmax_ev_per_a=3.92 orbital_gap_ev="7.81 / 7.19" total_charge=0 homo_energy_ev="-8.1 / -8.0" e_above_lowest_ev=3.239
C -2.029 0.848 0.304
C -0.782 0.519 0.816
C 0.425 0.886 0.173
C 1.185 -1.458 -0.377
O 1.102 -1.306 -1.628
Cl 0.363 1.639 -1.347
Cl 1.827 1.272 1.131
Cl 2.697 -1.652 0.426
Cl -0.100 -2.374 0.304
H -2.903 0.493 0.733
H -2.348 1.593 -0.376
H -0.676 -0.079 1.669
H 1.240 -0.381 -1.827

=====

91
Properties=species:S:1:pos:R:3 method="wB97M-V/def2-TZVPD" fmax_ev_per_a=5.53 orbital_gap_ev=6.52 total_charge=0 smiles="CC[C@@H](F)c1c(CCCCO)c(P(CC)CC)cc2c1C(=O)C(CC(=O)Cl)=C(Cc1cccc(C)c1)C2=O.ClCCCl.ClCCCl" homo_energy_ev=-7.8
C -2.495 0.886 0.134
C -2.716 1.498 -1.333
C -1.317 2.032 -1.998
F -1.221 3.422 -1.666
C -0.069 1.119 -1.676
C 1.227 1.494 -0.919
C 1.454 2.977 -0.393
C 0.516 3.415 0.841
C 1.374 3.190 2.193
C 0.381 2.888 3.432
O 0.412 1.468 3.745
C 2.387 0.464 -0.623
P 3.965 0.911 0.335
C 5.457 0.859 -0.852
C 6.437 2.120 -0.680
C 4.220 -0.206 1.843
C 5.834 -0.317 2.058
C 2.286 -1.026 -1.121
C 1.005 -1.403 -1.898
C -0.152 -0.372 -2.177
C -1.398 -0.955 -2.998
O -1.984 -0.311 -3.899
C -1.800 -2.474 -2.610
C -3.301 -2.999 -2.477
C -4.393 -2.149 -3.272
O -4.346 -2.040 -4.520
Cl -5.788 -1.336 -2.417
C -0.746 -3.414 -2.356
C -0.957 -4.948 -1.984
C -0.065 -5.468 -0.760
C 1.402 -5.937 -0.840
C 2.254 -6.443 0.364
C 1.563 -6.517 1.745
C 0.069 -6.082 1.830
C -0.645 -6.209 3.261
C -0.764 -5.543 0.647
C 0.794 -2.916 -2.424
O 1.734 -3.607 -2.877
H -1.795 -0.030 0.134
H -3.524 0.495 0.491
H -2.173 1.665 0.919
H -3.295 0.828 -2.051
H -3.359 2.450 -1.194
H -1.487 1.982 -3.142
H 1.176 3.681 -1.271
H 2.527 3.240 -0.115
H -0.514 2.929 0.852
H 0.380 4.561 0.743
H 2.080 2.300 1.971
H 2.081 4.083 2.392
H 0.808 3.470 4.335
H -0.663 3.264 3.168
H 0.619 1.433 4.707
H 5.998 -0.147 -0.711
H 5.090 0.857 -1.946
H 7.420 1.866 -0.136
H 5.961 3.030 -0.184
H 6.754 2.431 -1.750
H 3.837 0.345 2.784
H 3.720 -1.229 1.786
H 6.303 -1.080 1.328
H 6.359 0.686 1.813
H 6.113 -0.549 3.145
H 3.068 -1.826 -0.924
H -3.410 -4.089 -2.847
H -3.569 -2.983 -1.366
H -2.031 -5.258 -1.769
H -0.624 -5.560 -2.908
H 1.947 -5.909 -1.854
H 3.357 -6.756 0.251
H 2.083 -6.870 2.708
H -1.049 -7.292 3.318
H 0.136 -6.128 4.096
H -1.484 -5.439 3.359
H -1.866 -5.221 0.719
Cl -7.429 3.400 -4.810
C -6.450 1.960 -5.184
C -5.307 1.773 -4.207
Cl -4.062 3.036 -4.377
H -6.089 2.053 -6.210
H -7.122 1.100 -5.137
H -4.814 0.816 -4.391
H -5.658 1.781 -3.173
Cl -2.647 4.677 4.533
C -2.075 6.017 5.556
C -0.646 6.414 5.239
Cl 0.526 5.157 5.712
H -2.185 5.717 6.599
H -2.742 6.862 5.372
H -0.382 7.317 5.794
H -0.512 6.618 4.175

=====

67
Properties=species:S:1:pos:R:3 method="wB97M-V/def2-TZVPD" fmax_ev_per_a=9.84 orbital_gap_ev=7.53 total_charge=0 smiles="O=C1C=CC(=O)C(P(O)Cl)=C1.CCOP(=O)(OCC)OCC.CCOP(=O)(OCC)OCC" homo_energy_ev=-9.5
O -1.607 -5.056 5.882
C -0.926 -4.348 4.977
C -0.576 -2.728 5.204
C 0.761 -2.232 4.687
C 1.749 -3.389 3.996
O 3.082 -3.465 4.253
C 0.957 -4.471 3.010
P 1.706 -5.030 1.335
O 3.204 -5.885 1.580
Cl 2.255 -3.207 0.330
C -0.380 -4.962 3.520
H -1.363 -2.022 5.712
H 1.068 -1.106 4.781
H 3.544 -5.544 2.476
H -1.017 -5.737 2.917
C -5.631 -0.740 -0.960
C -4.234 -0.207 -0.711
O -3.244 -1.183 -0.987
P -3.009 -1.651 -2.558
O -2.307 -0.338 -2.983
O -1.601 -2.508 -2.310
C -0.399 -2.112 -2.957
C 0.386 -1.129 -2.102
O -3.793 -3.118 -2.083
C -4.826 -3.576 -2.942
C -4.409 -3.639 -4.400
H -5.816 -0.837 -2.035
H -6.383 -0.055 -0.556
H -5.765 -1.723 -0.501
H -4.049 0.695 -1.301
H -4.133 0.062 0.345
H -0.614 -1.706 -3.951
H 0.204 -3.011 -3.114
H -0.243 -0.333 -1.692
H 1.192 -0.673 -2.682
H 0.825 -1.644 -1.243
H -5.702 -2.937 -2.827
H -5.106 -4.580 -2.604
H -4.162 -2.642 -4.785
H -5.219 -4.042 -5.011
H -3.521 -4.264 -4.526
C 0.334 3.175 -1.503
C 0.493 2.767 -0.052
O 1.847 2.823 0.363
P 2.578 4.305 0.484
O 1.820 4.720 1.769
O 3.954 3.793 1.272
C 4.262 4.287 2.568
C 3.659 3.402 3.649
O 3.424 3.841 -0.952
C 3.452 4.804 -1.994
C 3.899 6.178 -1.528
H 0.476 4.255 -1.613
H -0.672 2.936 -1.863
H 1.066 2.668 -2.138
H -0.127 3.389 0.600
H 0.164 1.730 0.070
H 3.941 5.329 2.668
H 5.351 4.288 2.672
H 2.614 3.148 3.450
H 3.719 3.892 4.624
H 4.200 2.453 3.704
H 2.467 4.865 -2.458
H 4.150 4.437 -2.755
H 3.198 6.595 -0.797
H 3.951 6.868 -2.373
H 4.879 6.127 -1.047

=====

62
Properties=species:S:1:pos:R:3 method="wB97M-V/def2-TZVPD" multiplicity=3 fmax_ev_per_a=0.87 orbital_gap_ev="6.55 / 6.67" total_charge=-2 homo_energy_ev="-2.7 / -2.9" e_above_lowest_ev=0.075
V -2.150 0.471 3.107
C 0.947 -2.333 -6.431
C 0.694 -2.055 -4.973
C 1.620 -2.404 -4.003
C 1.387 -2.169 -2.647
C 2.449 -2.596 -1.663
C 0.193 -1.561 -2.238
Te -0.219 -1.354 -0.122
N -0.616 -0.480 2.459
C 0.140 0.512 2.816
O -0.434 1.531 3.414
C 1.617 0.578 2.598
C 2.338 -0.590 2.385
C 3.712 -0.534 2.199
C 4.368 0.692 2.226
C 3.648 1.860 2.448
C 2.274 1.801 2.641
C -0.464 0.738 -0.308
C -1.711 1.258 0.028
C -1.959 2.623 0.007
C -0.933 3.484 -0.357
C 0.314 2.969 -0.685
C 0.577 1.597 -0.663
C 1.959 1.105 -0.996
C -0.760 -1.215 -3.213
C -2.080 -0.588 -2.854
C -0.490 -1.462 -4.556
H 1.984 -2.629 -6.600
H 0.743 -1.454 -7.045
H 0.307 -3.140 -6.798
H 2.554 -2.872 -4.303
H 3.371 -2.854 -2.186
H 2.133 -3.470 -1.088
H 2.657 -1.812 -0.934
H 1.804 -1.530 2.375
H 4.273 -1.446 2.037
H 5.442 0.736 2.081
H 4.158 2.815 2.476
H 1.687 2.693 2.817
H -2.518 0.577 0.262
H -2.942 2.997 0.275
H -1.097 4.555 -0.367
H 1.123 3.646 -0.943
H 2.636 1.947 -1.140
H 1.959 0.498 -1.905
H 2.350 0.480 -0.187
H -2.547 -1.095 -2.008
H -2.762 -0.617 -3.706
H -1.953 0.453 -2.556
H -1.236 -1.189 -5.298
Cl -1.563 1.540 6.782
Si -1.797 -0.104 5.449
Cl -0.013 -1.186 5.886
Cl -3.237 -1.268 6.484
F -4.181 -0.145 2.943
B -4.138 -1.490 2.320
F -3.741 -1.277 0.994
F -5.365 -2.096 2.399
F -3.142 -2.148 3.033
Se -3.218 2.816 3.641
C -4.639 3.002 2.463
N -5.513 3.188 1.728

=====

Going through the records in order, we get total energy values of -75985.582, -97669.364, -61627.153, -10510.936, -56346.363, -119820.840, -82120.054, -185622.261 eV.